# 1
Molecular formula: C8H14
Method: DFT, wB97M-V/def2-TZVPD

Structure (XYZ):
```
22
Properties=species:S:1:pos:R:3:lowdin_charge:R:1
C -2.847 1.408 0.522 -0.0904
C -1.326 1.064 0.436 -0.2793
C -0.910 0.480 -0.793 -0.0835
C 0.063 -0.697 -0.862 -0.3926
C 1.168 -0.748 0.177 -0.0725
C 1.987 0.302 0.311 -0.2385
C 3.250 0.336 0.937 0.0341
C -0.724 -2.053 -0.813 -0.0683
H -3.405 0.525 0.117 0.0808
H -3.064 2.264 -0.111 0.0586
H -3.142 1.628 1.587 0.0828
H -1.212 -0.002 0.726 0.1021
H -0.694 1.717 1.103 0.1312
H 0.576 -0.634 -1.810 0.1413
H -0.844 0.995 -1.694 0.0757
H 1.505 -1.665 0.607 0.1058
H 1.640 1.209 -0.078 0.0812
H 3.784 1.291 1.040 0.0400
H 3.649 -0.618 1.411 0.0678
H -1.512 -2.072 -1.517 0.0493
H -0.078 -2.993 -1.031 0.1106
H -1.170 -2.200 0.155 0.0636
```

As for the relative energy (zero: lowest compared OMol25 entry of this formula, charge and spin): 627.3 kJ/mol. As for the LUMO energy: -1.458 eV. As for the frontier orbital gap: 4.739 eV.



# 2
Molecular formula: C5H7NO
Method: DFT, wB97M-V/def2-TZVPD

Structure (XYZ):
```
14
Properties=species:S:1:pos:R:3:lowdin_charge:R:1
C -1.425 -0.087 -0.296 -0.4194
C -0.701 1.172 -0.179 -0.1199
C 0.813 0.713 0.069 -0.2205
C 0.575 -0.574 0.903 -0.1329
C -0.168 -1.048 -0.425 -0.2155
H -0.834 1.702 -1.227 0.1729
H -0.948 1.729 0.716 0.1149
H 1.421 1.740 -0.035 0.1701
H -0.081 -0.492 1.827 0.1199
H 1.581 -1.183 1.174 0.1489
H -0.481 -2.152 -0.534 0.1567
H 1.832 -0.772 -0.654 0.0924
N 0.984 -0.352 -1.213 0.0229
O -2.568 -0.395 -0.128 0.1094
```

As for the relative energy (zero: lowest compared OMol25 entry of this formula, charge and spin): 373.1 kJ/mol. As for the LUMO energy: 0.846 eV. As for the frontier orbital gap: 10.400 eV. As for the SMILES: O=C1C[C@H]2C[C@@H]1N2.



Question: The highest relative energy (zero: lowest compared OMol25 entry of this formula, charge and spin) belongs to which entry?
Answer: C8H14



Question: frontier orbital gap of number 1 (C8H14)?
Answer: 4.739 eV



Question: relative energy (zero: lowest compared OMol25 entry of this formula, charge and spin) of number 2 (C5H7NO)?
Answer: 373.1 kJ/mol



Question: relative energy (zero: lowest compared OMol25 entry of this formula, charge and spin) of number 2 (C5H7NO)?
Answer: 373.1 kJ/mol